# 1
Formula: C20H22N2O3S
Source: the OMol25 dataset
Level of theory: the ωB97M-V functional and the def2-TZVPD basis

DFT total energy: -1508.7765 Ha
Energy above the lowest of the compared OMol25 structures with the same formula, charge and spin: 10.30 kcal/mol
Total charge: 0
HOMO: -8.4714 eV

Last column: Löwdin charge in e.
Positions of all 48 atoms, in Å:
C  2.3054  -2.5231  2.7627  -0.081
C  1.2723  -3.4685  2.1529  -0.233
N  0.3050  -2.8194  1.2935  -0.174
C  0.5021  -2.6634  -0.0730  -0.261
C  1.7675  -2.7177  -0.6577  -0.023
C  1.9178  -2.5185  -2.0183  -0.086
C  0.8221  -2.2540  -2.8202  -0.098
C  -0.4398  -2.2237  -2.2493  -0.073
C  -0.6035  -2.4358  -0.8948  -0.036
S  -0.9530  -1.9696  2.0279  0.703
O  -2.2180  -2.5655  1.7115  -0.280
O  -0.6099  -1.8586  3.4148  -0.277
C  -0.8502  -0.3674  1.2347  -0.267
C  0.3324  0.3413  1.3530  0.014
C  0.4824  1.5636  0.7125  -0.124
C  -0.6030  2.0009  -0.0302  -0.108
C  -1.8103  1.3083  -0.1313  -0.098
C  -1.9409  0.0981  0.5119  0.008
C  -2.7200  2.1087  -1.0149  -0.188
C  -3.1314  1.3690  -2.2895  -0.026
C  -1.8670  3.3399  -1.3559  -0.387
O  -2.1784  4.2854  -2.0370  0.101
N  -0.6515  3.1740  -0.7465  0.036
C  0.4960  4.0480  -0.7904  -0.111
C  1.2826  3.9036  0.5137  -0.156
C  1.6961  2.4465  0.7566  -0.126
H  1.8043  -1.8312  3.4342  0.060
H  2.8334  -1.9628  1.9942  0.064
H  3.0291  -3.0989  3.3345  0.077
H  1.7583  -4.2592  1.5750  0.125
H  0.7011  -3.9310  2.9608  0.118
H  2.6401  -2.9191  -0.0575  0.100
H  2.9064  -2.5648  -2.4518  0.103
H  0.9481  -2.0890  -3.8793  0.099
H  -1.3085  -2.0477  -2.8666  0.105
H  -1.5884  -2.4594  -0.4617  0.093
H  1.1290  -0.0682  1.9525  0.114
H  -2.8419  -0.4921  0.4788  0.125
H  -3.6200  2.4370  -0.4865  0.164
H  -3.6564  2.0510  -2.9536  0.083
H  -2.2508  0.9875  -2.8021  0.088
H  -3.7823  0.5337  -2.0457  0.081
H  0.1421  5.0717  -0.9349  0.131
H  1.1284  3.7780  -1.6451  0.137
H  2.1655  4.5412  0.4709  0.115
H  0.6578  4.2388  1.3439  0.125
H  2.1974  2.3525  1.7208  0.121
H  2.4023  2.1302  -0.0171  0.126

# 2
Formula: C20H22N2O4S
Source: the OMol25 dataset
Level of theory: the ωB97M-V functional and the def2-TZVPD basis

DFT total energy: -1584.0160 Ha
Energy above the lowest of the compared OMol25 structures with the same formula, charge and spin: 37.57 kcal/mol
Total charge: 0
HOMO: -8.2686 eV

Last column: Löwdin charge in e.
Positions of all 49 atoms, in Å:
C  -1.3154  1.6621  4.1996  -0.076
O  -0.5857  0.6411  3.5546  -0.101
C  -1.0422  0.1669  2.3636  -0.274
C  -0.2786  -0.8502  1.7823  0.005
C  -0.6202  -1.3499  0.5439  -0.047
C  -1.7304  -0.8497  -0.1111  -0.280
S  -2.2140  -1.5595  -1.6809  0.643
O  -1.1119  -2.2962  -2.2277  -0.288
O  -3.4608  -2.2317  -1.4597  -0.283
N  -2.5413  -0.3178  -2.7278  -0.123
C  -1.5033  0.2630  -3.5361  -0.229
C  -0.7886  1.4661  -2.9077  -0.115
C  0.1577  1.1219  -1.7946  -0.134
C  1.1428  0.2038  -1.9092  0.041
C  2.0606  -0.0614  -0.8510  -0.157
C  3.0576  -1.0383  -0.9386  -0.017
C  3.9151  -1.2392  0.1127  -0.043
C  3.8312  -0.4756  1.2831  -0.224
C  4.8026  -0.7505  2.3932  -0.047
C  2.8573  0.5091  1.3954  -0.165
C  2.7132  1.3631  2.6238  -0.018
C  1.9641  0.7000  0.3270  -0.154
N  0.9624  1.6324  0.4004  0.193
C  0.0039  1.8722  -0.5528  -0.426
O  -0.8874  2.6787  -0.3247  0.049
C  -2.5217  0.1147  0.4761  -0.055
C  -2.1788  0.6364  1.7110  -0.005
H  -0.7610  1.8887  5.1091  0.095
H  -1.3807  2.5606  3.5786  0.098
H  -2.3221  1.3275  4.4643  0.098
H  0.5825  -1.2211  2.3150  0.127
H  -0.0378  -2.1206  0.0657  0.121
H  -3.2557  0.3125  -2.4052  0.109
H  -0.8049  -0.5523  -3.7277  0.100
H  -1.9505  0.5716  -4.4871  0.122
H  -1.5265  2.1710  -2.5159  0.114
H  -0.2281  1.9730  -3.6985  0.126
H  1.2595  -0.3614  -2.8224  0.132
H  3.1336  -1.6324  -1.8361  0.117
H  4.6769  -2.0013  0.0419  0.107
H  5.4214  0.1235  2.5931  0.087
H  4.2791  -1.0151  3.3107  0.086
H  5.4580  -1.5748  2.1252  0.075
H  2.7312  2.4206  2.3585  0.092
H  3.5191  1.1844  3.3262  0.071
H  1.7711  1.1462  3.1283  0.073
H  0.8590  2.1594  1.2579  0.146
H  -3.4076  0.4655  -0.0286  0.120
H  -2.7941  1.4080  2.1427  0.112

# 3
Formula: C20H22N2O5
Source: the OMol25 dataset
Level of theory: the ωB97M-V functional and the def2-TZVPD basis

DFT total energy: -1261.0895 Ha
Energy above the lowest of the compared OMol25 structures with the same formula, charge and spin: 30.90 kcal/mol
Total charge: 0
HOMO: -8.2696 eV

Last column: Löwdin charge in e.
Positions of all 49 atoms, in Å:
C  6.5151  0.8072  -0.9450  -0.060
C  5.3921  -0.1242  -1.3788  -0.215
O  4.1112  0.4269  -1.0786  -0.012
C  3.6590  0.2625  0.1725  -0.462
O  4.2646  -0.3434  1.0256  0.101
C  2.3306  0.8831  0.3812  -0.134
C  1.7775  0.8464  1.6597  -0.011
C  0.5314  1.3861  1.8895  -0.012
C  -0.1912  1.9533  0.8413  -0.225
N  -1.4554  2.4933  1.1336  0.161
C  -2.6636  2.3492  0.5485  -0.367
O  -3.6483  2.8856  1.0344  0.063
C  -2.8307  1.4023  -0.6463  -0.404
O  -1.9303  0.9588  -1.3291  0.084
N  -4.1369  1.1394  -0.8283  0.075
C  -4.5950  0.0362  -1.6309  -0.156
C  -4.7139  -1.2439  -0.7788  -0.125
C  -3.3845  -1.5218  -0.1370  -0.258
C  -2.3788  -2.1620  -0.8440  -0.034
C  -1.1077  -2.3055  -0.3196  -0.005
C  -0.8149  -1.7978  0.9410  -0.270
O  0.4019  -1.8643  1.5479  -0.091
C  1.4730  -2.4373  0.8379  -0.081
C  -1.8277  -1.1733  1.6680  -0.002
C  -3.0901  -1.0337  1.1314  -0.046
C  0.3779  2.0365  -0.4252  -0.004
C  1.6263  1.4940  -0.6538  0.013
H  7.4719  0.3886  -1.2437  0.077
H  6.3932  1.7842  -1.4067  0.078
H  6.5026  0.9226  0.1360  0.075
H  5.3932  -0.2650  -2.4619  0.123
H  5.4893  -1.0921  -0.8755  0.121
H  2.3373  0.3839  2.4575  0.126
H  0.1015  1.3548  2.8797  0.118
H  -1.5171  2.9676  2.0303  0.164
H  -4.7692  1.5616  -0.1585  0.140
H  -3.8507  -0.1175  -2.4158  0.124
H  -5.5573  0.2923  -2.0799  0.121
H  -5.4820  -1.1000  -0.0164  0.114
H  -5.0137  -2.0680  -1.4271  0.115
H  -2.5856  -2.5481  -1.8317  0.120
H  -0.3526  -2.8028  -0.9069  0.105
H  1.6341  -1.9309  -0.1191  0.094
H  1.3106  -3.5062  0.6630  0.099
H  2.3535  -2.3007  1.4636  0.092
H  -1.5965  -0.7982  2.6524  0.117
H  -3.8583  -0.5364  1.7079  0.120
H  -0.1605  2.5135  -1.2264  0.116
H  2.0646  1.5435  -1.6378  0.120

# 4
Formula: C20H22N4O2
Source: the OMol25 dataset
Level of theory: the ωB97M-V functional and the def2-TZVPD basis

DFT total energy: -1144.8801 Ha
Energy above the lowest of the compared OMol25 structures with the same formula, charge and spin: 4.43 kcal/mol
Total charge: 0
HOMO: -7.4203 eV

Last column: Löwdin charge in e.
Positions of all 48 atoms, in Å:
C  -2.3169  -0.4423  2.0705  0.006
C  -1.5274  -0.8755  0.8759  -0.248
C  -1.0326  -0.0684  -0.0741  -0.094
C  -1.2070  1.4014  -0.0941  -0.427
O  -0.2803  2.1842  -0.1528  0.097
N  -2.4917  1.8763  -0.0279  0.136
C  -3.7136  1.2157  -0.1791  -0.261
C  -4.8293  1.7234  0.4843  -0.034
C  -6.0600  1.1079  0.3574  -0.089
C  -6.1965  -0.0202  -0.4341  -0.097
C  -5.0960  -0.5133  -1.1151  -0.073
C  -3.8629  0.1015  -1.0011  -0.022
C  -0.1159  -0.6221  -1.1457  -0.206
C  1.3316  -0.3406  -0.8074  -0.193
C  2.1128  0.4689  -1.6181  -0.034
C  3.4302  0.7329  -1.3093  -0.019
C  4.0317  0.1861  -0.1674  -0.234
N  5.3579  0.4135  0.1223  -0.200
C  6.0719  1.4441  -0.5931  -0.075
C  5.8903  -0.0050  1.3962  -0.076
C  3.2332  -0.6310  0.6456  -0.014
C  1.9157  -0.8831  0.3292  -0.016
N  -0.3756  -2.0467  -1.3029  0.148
C  -0.7778  -2.8753  -0.3105  -0.557
O  -0.7438  -4.0852  -0.3846  0.063
N  -1.3022  -2.2393  0.8000  0.156
H  -2.2259  0.6267  2.2324  0.088
H  -3.3711  -0.6890  1.9395  0.093
H  -1.9524  -0.9602  2.9567  0.090
H  -2.5472  2.8773  0.1205  0.158
H  -4.7235  2.6034  1.1027  0.112
H  -6.9149  1.5101  0.8804  0.103
H  -7.1562  -0.5047  -0.5288  0.100
H  -5.1978  -1.3796  -1.7514  0.106
H  -3.0196  -0.2786  -1.5543  0.112
H  -0.3457  -0.1375  -2.1056  0.153
H  1.6807  0.9147  -2.5026  0.115
H  3.9889  1.3754  -1.9691  0.092
H  7.0838  1.5207  -0.2020  0.079
H  5.5892  2.4240  -0.4979  0.095
H  6.1424  1.1909  -1.6534  0.085
H  5.3804  0.4764  2.2398  0.094
H  5.8011  -1.0877  1.5055  0.085
H  6.9475  0.2467  1.4453  0.080
H  3.6347  -1.0739  1.5419  0.093
H  1.3318  -1.5150  0.9831  0.116
H  0.1098  -2.5048  -2.0601  0.159
H  -1.6815  -2.8434  1.5132  0.156

# 5
Formula: C20H22N4O2Zr
Source: the OMol25 dataset
Level of theory: the ωB97M-V functional and the def2-TZVPD basis

DFT total energy: -1190.1320 Ha
Energy above the lowest of the compared OMol25 structures with the same formula, charge and spin: 44.62 kcal/mol
Total charge: +4
HOMO (spin up / spin down): -19.6415 / -19.6404 eV

Last column: Löwdin charge in e.
Positions of all 49 atoms, in Å:
N  -1.2522  -2.3026  1.4083  0.139
C  -2.3802  -2.6030  1.3665  -0.197
C  -3.6836  -3.2467  1.5895  -0.025
H  -3.6848  -4.3053  1.3065  0.112
H  -4.4388  -2.7635  0.9478  0.098
H  -4.0123  -3.1788  2.6346  0.113
N  -1.6371  3.5632  -1.3977  0.137
C  -1.7178  4.5735  -0.8719  -0.191
C  -1.7907  5.8126  -0.1871  0.004
H  -2.8088  6.1818  -0.2678  0.122
H  -1.1236  6.5160  -0.6811  0.122
H  -1.5188  5.6947  0.8703  0.121
N  1.8465  -1.2993  -1.1721  0.136
C  2.8773  -0.9836  -1.5645  -0.234
C  4.2504  -0.8426  -1.9930  -0.015
H  4.7759  -0.0979  -1.3579  0.116
H  4.2981  -0.5831  -3.0564  0.111
H  4.6765  -1.8536  -1.8567  0.122
Zr  -1.1383  1.0679  -2.2893  1.371
C  0.5253  1.4406  -0.7049  -0.104
O  1.2929  1.6611  0.1389  0.141
C  -1.6262  0.9552  0.3523  -0.015
O  -1.6694  1.1173  1.4937  0.138
C  -2.8749  0.0097  -2.8798  -0.183
C  -1.7660  -0.9002  -2.9585  -0.191
C  -0.6308  -0.5837  -3.7633  -0.124
C  -0.4910  0.6944  -4.3579  -0.147
C  -1.5873  1.6398  -4.2986  -0.147
C  -2.8074  1.2669  -3.6072  -0.120
H  -3.6990  -0.2528  -2.1912  0.157
H  -1.7859  -1.8758  -2.4459  0.150
H  0.1254  -1.3807  -3.8632  0.157
H  0.4339  0.9014  -4.9080  0.156
H  -1.5024  2.5728  -4.8380  0.156
H  -3.6642  1.9350  -3.5596  0.160
N  1.3991  -1.7935  1.4509  0.294
C  1.8432  -1.5136  2.6948  -0.169
C  1.3948  -0.3457  3.3582  0.102
C  1.9596  -0.0440  4.5797  0.065
C  2.9014  -0.8995  5.1537  0.155
C  3.2838  -2.0935  4.5265  0.073
C  2.7633  -2.4226  3.2870  0.129
H  1.0683  -2.7295  1.2393  0.143
H  0.9238  -1.0673  0.8743  0.083
H  0.5869  0.2142  2.9168  0.128
H  1.6712  0.8637  5.0751  0.152
H  3.3424  -0.6500  6.1290  0.180
H  4.0089  -2.7678  4.9585  0.158
H  3.0423  -3.3017  2.7197  0.162

Which formula does entry 5 have? C20H22N4O2Zr

The highest energy above the lowest of the compared OMol25 structures with the same formula, charge and spin belongs to which entry? C20H22N4O2Zr

DFT total energy of number 3 (C20H22N2O5)? -1261.0895 Ha

Which of these has the highest DFT total energy? C20H22N4O2